Record 1
A 11-piece molecular cluster, H22O11 overall. Source: OMol25; level of theory: wB97M-V/def2-TZVPD.

The calculation puts the energy above the lowest of the compared OMol25 structures with the same formula, charge and spin at 48.9 kcal/mol. As for the LUMO energy: -0.0027 Eh. The HOMO energy comes out at -9.234 eV.

Last column: Löwdin charge in e.
Cartesian coordinates (Å):
1 O -0.50132 -2.72913 1.73234  -0.042
2 H -0.77778 -2.56187 2.64166  0.058
3 H 0.15428 -3.43544 1.79748  0.060
4 O 1.01000 2.68131 -1.32968  -0.047
5 H 1.45015 3.53848 -1.35365  0.064
6 H 1.14437 2.30120 -2.21351  0.066
7 O 0.22734 0.07708 -0.58515  -0.052
8 H 0.49345 1.00493 -0.54962  -0.014
9 H -0.24493 -0.06869 0.24662  0.005
10 O -2.09798 2.19535 -1.18735  -0.045
11 H -2.59639 2.90217 -1.61394  0.070
12 H -1.16344 2.44870 -1.29484  0.037
13 O -2.16803 -2.45381 -0.58058  -0.058
14 H -1.76759 -2.71549 0.26534  -0.006
15 H -3.11512 -2.42310 -0.40318  0.030
16 O -1.76583 0.71631 1.52386  -0.043
17 H -2.45243 0.86831 0.85847  0.053
18 H -2.14461 0.07324 2.13286  0.060
19 O 1.81701 -2.42686 -0.25494  -0.058
20 H 1.37362 -1.87638 0.40501  -0.013
21 H 2.57676 -2.80564 0.20312  0.027
22 O 0.53182 2.24615 2.35524  -0.086
23 H -0.25493 1.74595 2.07192  -0.013
24 H 1.26931 1.61356 2.33791  -0.017
25 O 2.31768 0.02597 2.28641  -0.042
26 H 2.64942 -0.76821 2.71888  0.053
27 H 3.11032 0.50602 2.01350  0.062
28 O 2.44596 -0.20887 -2.66941  -0.051
29 H 3.05610 -0.39024 -3.39382  0.034
30 H 2.98883 0.20299 -1.98866  0.028
31 O -2.33586 -0.21598 -2.38178  -0.084
32 H -2.99161 -0.70291 -1.88415  -0.007
33 H -2.23858 0.63493 -1.90636  -0.030



Record 2
A 2-piece molecular cluster, C3H6FNO4S overall. Source: OMol25; level of theory: wB97M-V/def2-TZVPD.

The calculation puts the energy above the lowest of the compared OMol25 structures with the same formula, charge and spin at 8.4 kcal/mol. As for the LUMO energy: -0.0913 Eh. The HOMO energy comes out at -10.756 eV.

Last column: Löwdin charge in e.
Cartesian coordinates (Å):
1 C -2.22254 0.76138 0.11856  0.038
2 C -1.42344 -0.10455 0.71390  -0.186
3 C -0.52060 -0.98882 -0.07518  -0.156
4 N 0.29462 -0.18224 -0.92708  -0.159
5 O 0.87135 1.25835 1.15008  -0.269
6 O 1.14267 2.29582 -0.96999  -0.244
7 O 2.62105 0.34496 -0.37582  -0.295
8 O 0.30252 -0.28689 -2.12557  0.176
9 F 2.29163 -1.97242 0.64969  -0.194
10 S 1.44862 1.16150 -0.16157  0.522
11 H -2.82803 1.40844 0.73464  0.074
12 H -2.18301 0.93468 -0.93857  0.070
13 H -1.63278 -0.23758 1.77077  0.116
14 H -1.13043 -1.63818 -0.86388  0.184
15 H 0.05995 -1.64297 0.67686  0.161
16 H 2.90843 -1.11147 0.62314  0.160



Record 3
One molecule with the formula C3H2FN3S. Source: OMol25; level of theory: wB97M-V/def2-TZVPD.

The calculation puts the energy above the lowest of the compared OMol25 structures with the same formula, charge and spin at 0.0 kcal/mol. As for the LUMO energy: -0.0494 Eh. The HOMO energy comes out at -8.707 eV.

Last column: Löwdin charge in e.
Cartesian coordinates (Å):
1 C 0.79514 -1.06506 0.05698  -0.353
2 C -0.40331 -0.96408 0.78003  -0.040
3 C -0.81683 1.00850 -0.12186  -0.856
4 H -0.53058 -1.72175 1.56575  0.141
5 H 0.68195 1.57311 -1.46062  0.128
6 N -1.21522 0.02228 0.70356  0.099
7 N 0.47845 1.01256 -0.66074  0.016
8 N 1.28322 -0.05822 -0.57951  0.165
9 F 1.56400 -2.11499 0.20875  0.125
10 S -1.83682 2.30765 -0.49233  0.574



Record 4
A 8-piece molecular cluster, C25H42F4N16O7 overall. Source: OMol25; level of theory: wB97M-V/def2-TZVPD.

As for the LUMO energy: -0.0208 Eh. The HOMO energy comes out at -8.912 eV.

Last column: Löwdin charge in e.
Cartesian coordinates (Å):
1 C -6.06580 0.87348 4.54767  -0.047
2 C -5.85886 1.97147 3.52124  -0.223
3 C -6.91525 2.86755 3.33620  -0.054
4 C -6.85258 3.88959 2.39674  -0.079
5 C -5.70444 4.00791 1.62100  -0.072
6 C -4.64651 3.12709 1.79826  -0.019
7 C -4.69562 2.10166 2.74573  -0.176
8 C -3.50181 1.17924 2.83596  -0.080
9 C -2.43377 1.62596 3.80068  -0.215
10 C -2.74669 1.92368 5.15460  -0.039
11 N -1.87511 2.28586 6.04578  0.159
12 C -0.59388 2.37508 5.57741  -0.195
13 C 0.43518 2.73441 6.47189  0.066
14 C 1.73630 2.83001 6.04673  -0.109
15 C 2.83624 3.20810 6.99681  -0.436
16 F 4.02443 2.69277 6.61700  0.112
17 F 2.97712 4.56549 6.97201  0.113
18 C 2.65433 2.83008 8.47419  -0.314
19 F 2.15140 1.58328 8.58104  0.094
20 F 1.82933 3.69049 9.09521  0.097
21 C 2.05722 2.59169 4.69056  0.007
22 C 1.06553 2.24259 3.81195  0.001
23 C -0.27049 2.12277 4.24134  -0.198
24 N -1.22048 1.73269 3.33080  0.164
25 H -7.12101 0.62869 4.59269  0.076
26 H -5.46530 -0.00932 4.36722  0.068
27 H -5.81817 1.26284 5.53508  0.074
28 H -7.81538 2.76229 3.92511  0.107
29 H -7.68918 4.55514 2.25960  0.099
30 H -5.67114 4.78690 0.87506  0.104
31 H -3.78151 3.24646 1.15509  0.104
32 H -3.83745 0.17197 3.07876  0.117
33 H -3.03998 1.14879 1.85547  0.099
34 H -3.77439 1.84521 5.46579  0.101
35 H 0.17330 2.91648 7.50187  0.124
36 H 3.61272 2.84669 8.99063  0.169
37 H 3.08806 2.67020 4.38520  0.120
38 H 1.31434 2.05277 2.77961  0.112
39 C -1.26418 2.40175 -0.90093  -0.675
40 O -1.95204 3.41581 -0.97002  -0.003
41 N -0.72673 1.77204 -1.97600  0.157
42 N -0.96794 1.79997 0.29070  0.157
43 H -0.16829 0.92937 -1.92253  0.054
44 H -0.90432 2.16082 -2.87918  0.068
45 H -1.32803 2.21066 1.12974  0.046
46 H -0.39751 0.97146 0.35746  0.048
47 C 1.08366 -1.14794 -3.52541  -0.664
48 O 0.46619 -0.08321 -3.38580  -0.035
49 N 1.77688 -1.72055 -2.52943  0.184
50 N 1.09732 -1.81098 -4.71549  0.168
51 H 2.28639 -2.57662 -2.64877  0.078
52 H 1.77628 -1.26306 -1.63184  0.074
53 H 0.58553 -1.40541 -5.47631  0.103
54 H 1.59532 -2.67263 -4.85080  0.080
55 C 4.58009 0.62010 -3.02044  -0.679
56 O 4.18401 -0.41990 -3.51352  0.019
57 N 3.76162 1.70294 -2.85979  0.166
58 N 5.86635 0.78532 -2.57687  0.145
59 H 4.05677 2.57006 -2.45399  0.095
60 H 2.80403 1.59997 -3.14568  0.085
61 H 6.48941 0.00749 -2.68069  0.097
62 H 6.20666 1.63271 -2.16533  0.089
63 C 0.83066 -5.34052 -3.72838  -0.665
64 O 1.72192 -4.54191 -3.47146  0.001
65 N 1.06573 -6.67952 -3.83986  0.156
66 N -0.45564 -4.94417 -3.92469  0.170
67 H 0.35607 -7.35427 -4.05416  0.097
68 H 2.00796 -6.99050 -3.70190  0.097
69 H -0.64839 -3.96068 -3.85008  0.100
70 H -1.20305 -5.57470 -4.14397  0.100
71 C 1.38442 -0.98437 1.47524  -0.652
72 O 1.07547 -0.52327 0.38276  0.009
73 N 2.54455 -1.67563 1.67056  0.164
74 N 0.59459 -0.82780 2.57353  0.174
75 H 2.81817 -2.05810 2.55501  0.096
76 H 3.14547 -1.80034 0.87751  0.104
77 H -0.25734 -0.30689 2.44910  0.078
78 H 0.82547 -1.17433 3.48495  0.103
79 C 1.14946 -8.83477 -7.07327  -0.693
80 O 0.20336 -8.21963 -7.52746  0.025
81 N 1.20129 -10.20291 -7.06540  0.145
82 N 2.23512 -8.20707 -6.52399  0.142
83 H 1.97072 -10.72825 -6.69757  0.089
84 H 0.42041 -10.69188 -7.46057  0.102
85 H 2.22568 -7.20403 -6.51357  0.098
86 H 3.02162 -8.69279 -6.13773  0.091
87 C 0.94600 3.41762 -6.22180  -0.688
88 O 0.74339 4.34830 -6.98066  0.020
89 N 0.13055 3.13175 -5.16417  0.159
90 N 2.01511 2.57126 -6.36681  0.150
91 H 0.29725 2.36604 -4.53464  0.058
92 H -0.66716 3.72309 -5.02215  0.106
93 H 2.63675 2.74803 -7.13240  0.098
94 H 2.19627 1.79397 -5.75908  0.080



Ordered maximum force results: 0.7; 4.3; 4.2; 0.9; unit eV/Å.